No. 1
Entry from OMol25: a structure of composition C3H9N3O in a non-equilibrium geometry (ωB97M-V/def2-TZVPD).

Cartesian coordinates (Å):
C -2.273 -0.540 0.120
N 0.417 -0.663 -0.341
C 0.588 0.554 0.206
N 0.910 -0.855 -1.588
N 2.131 0.069 0.719
C 0.177 1.637 0.836
O -1.262 -0.017 -0.693
H 1.430 -1.721 -1.670
H 0.517 -0.208 -2.267
H 2.181 -0.829 1.194
H 2.911 0.500 0.232
H -2.076 -1.566 0.467
H -2.446 0.077 1.018
H -3.223 -0.584 -0.430
H 0.881 2.217 1.416
H -0.863 1.928 0.781

Forces on atoms 1 to 6 (eV/Å):
-0.127 -0.228 0.326
-3.922 0.019 -1.934
6.603 -0.591 3.628
-0.365 0.483 1.159
-1.871 2.319 -0.279
-1.100 -0.189 -0.677

Computed properties:
Max |F| ... 7.56 eV Å⁻¹
HOMO level ... -8.410 eV
Charge ... 0

No. 2
Entry from OMol25: an isolated molecule of C3H6N2O2 (ωB97M-V/def2-TZVPD).

Cartesian coordinates (Å):
N -0.377 1.919 0.010
C 0.596 1.035 0.356
O 1.759 1.158 0.023
C 0.095 -0.145 1.201
O 0.413 -1.393 0.622
C 0.155 -1.489 -0.714
N -0.847 -2.139 -1.120
H -0.132 2.682 -0.602
H -1.348 1.709 0.161
H -0.990 -0.087 1.369
H 0.599 -0.117 2.169
H 0.913 -0.987 -1.336
H -0.835 -2.147 -2.139

Forces on atoms 1 to 6 (eV/Å):
0.019 0.078 -0.067
0.138 0.025 -0.069
-0.366 -0.090 0.136
0.000 0.115 0.168
0.035 -0.137 0.004
-0.175 -0.153 -0.236

Computed properties:
Max |F| ... 0.58 eV Å⁻¹
HOMO level ... -10.122 eV
Charge ... 0

No. 3
Entry from OMol25: a cluster of 3 separate species, C6H10 in total (ωB97M-V/def2-TZVPD).

Cartesian coordinates (Å):
C 2.210 0.085 0.161
C 0.709 0.103 0.171
C -0.101 1.223 0.004
C -1.435 0.798 -0.166
C -1.520 -0.566 0.481
C -0.130 -1.034 0.118
H 2.590 -0.480 -0.698
H 2.619 1.098 0.102
H 2.613 -0.386 1.065
H 0.263 2.233 -0.161
H -2.282 1.475 -0.250
H -1.192 -0.039 -1.460
H -1.598 -0.449 1.569
H -2.330 -1.201 0.113
H -0.637 -0.810 -1.337
H 0.221 -2.050 0.290

Forces on atoms 1 to 6 (eV/Å):
0.069 0.014 0.016
-0.108 -0.029 -0.093
-0.020 -0.078 -0.075
0.007 0.041 0.011
-0.025 -0.039 -0.108
0.057 -0.027 0.022

Computed properties:
Max |F| ... 0.21 eV Å⁻¹
HOMO level ... -9.045 eV
Charge ... 0

Taking the records one at a time from the top gives E_tot values of -358.96736 -377.89252 -234.49951 a.u..
Taking the records one at a time from the top gives E_LUMO values of 0.756 0.744 1.168 eV.